(1)
Entry from the Open Molecules 2025 dataset: a structure of composition C6H7N2 (ωB97M-V/def2-TZVPD).

**LUMO**: -0.154 Ha
**Kohn-Sham gap**: 8.90 eV
**Total charge**: +1

Structure (XYZ):
```
15
Properties=species:S:1:pos:R:3:forces:R:3:nbo_charge:R:1
C -1.308260 0.925248 0.500896 -0.131 -0.417 -0.005 -0.29
C 0.838896 1.506204 -0.910105 0.248 0.003 0.550 -0.17
C -1.754759 -0.252556 0.027707 -0.192 0.305 0.163 0.03
C 0.125091 1.017156 0.187848 0.072 0.784 -0.584 0.02
C 0.428957 -0.374784 -0.495090 0.120 -0.067 -0.442 0.37
C 1.751065 -0.710514 0.065947 0.683 -0.310 -0.307 -0.21
N -0.748825 -1.022604 -0.563098 -0.258 -0.198 -0.237 -0.57
N 0.950255 0.059218 1.001280 0.603 0.176 0.883 -0.37
H -1.897105 1.719754 0.912318 -0.177 0.133 0.021 0.28
H 0.202459 2.017681 -1.630634 -0.350 -0.270 -0.022 0.20
H -2.765300 -0.620718 0.009937 -0.113 -0.040 0.027 0.26
H 1.936401 -1.743577 0.348412 -0.180 0.086 0.164 0.26
H 2.608525 -0.174972 -0.332233 -0.219 -0.120 -0.064 0.28
H -0.884531 -1.956600 -0.925533 0.165 0.102 0.092 0.46
H 0.517137 -0.388938 1.802351 -0.273 -0.168 -0.239 0.44
```
Forces are in eV/Å.


(2)
Entry from the Open Molecules 2025 dataset: the ion C6H7N2O2 with charge -1 (ωB97M-V/def2-TZVPD).

**LUMO**: 0.132 Ha
**Kohn-Sham gap**: 6.77 eV
**SMILES string**: C=C/N=C(\[O-])NC(C)=C=O
**Total charge**: -1

Structure (XYZ):
```
17
Properties=species:S:1:pos:R:3:forces:R:3:nbo_charge:R:1
C -3.195457 -0.906460 0.553275 -1.881 0.820 1.231 -0.62
C -2.081977 -1.231219 -0.121910 -2.085 -0.056 -0.767 0.03
N -1.136354 -0.479524 -0.675250 2.293 -0.231 0.364 -0.72
C -0.979879 0.808279 -0.501588 1.567 2.337 0.985 0.80
O -1.730420 1.810899 -0.501250 0.581 -1.352 -0.194 -0.72
N 0.470453 1.170492 -0.240288 -1.309 0.956 -0.479 -0.69
C 1.544779 0.234356 -0.022548 -0.466 1.261 0.046 -0.13
C 2.957627 0.737146 0.317313 -0.432 -1.597 0.466 -0.60
C 1.481302 -1.059132 -0.229349 -0.780 -1.036 0.158 0.66
O 1.606409 -2.236016 -0.226500 0.070 0.625 -0.150 -0.53
H -4.118671 -1.636613 0.595563 2.218 1.461 0.391 0.18
H -3.256811 0.160644 0.950678 -0.509 -1.528 -0.712 0.20
H -2.051455 -2.249701 -0.405844 0.334 -1.223 -0.542 0.15
H 0.598224 2.214677 -0.417349 0.352 -2.326 0.458 0.39
H 3.293293 0.916655 1.393475 -0.671 -0.699 -1.266 0.20
H 2.988017 1.646936 -0.164976 0.398 2.389 -0.952 0.20
H 3.610928 0.098576 -0.303456 0.320 0.200 0.963 0.21
```
Forces are in eV/Å.


(3)
Entry from the Open Molecules 2025 dataset: the ion C6H7N2O2 with charge -1 (ωB97M-V/def2-TZVPD).

**LUMO**: 0.138 Ha
**Kohn-Sham gap**: 6.18 eV
**SMILES string**: C=Cn1c([O-])cn(C)c1=O
**Total charge**: -1

Structure (XYZ):
```
17
Properties=species:S:1:pos:R:3:forces:R:3:nbo_charge:R:1
C 0.445088 -0.929577 3.119599 0.285 0.574 0.415 -0.53
C -0.572167 -0.778378 2.287200 0.156 0.493 -2.506 0.04
N -0.675787 -0.407021 0.929073 4.545 -0.217 0.064 -0.49
C -1.876029 -0.229483 0.261735 -1.755 -0.465 1.901 0.51
O -2.961143 -0.400139 0.854711 -0.934 -0.143 0.498 -0.79
C -1.584630 0.146533 -0.971011 -0.389 2.147 -4.536 -0.37
N -0.150382 0.344886 -1.126289 -0.577 -0.245 -0.827 -0.43
C 0.436118 0.665259 -2.442100 -0.409 -1.093 0.035 -0.40
C 0.459308 -0.139321 -0.030908 -2.649 0.610 1.622 0.78
O 1.626565 -0.254897 0.220172 1.813 -0.404 0.285 -0.68
H 0.173030 -1.183973 4.117028 -0.259 -0.297 0.677 0.18
H 1.458375 -0.599846 3.035707 0.422 -0.157 -0.776 0.20
H -1.558283 -0.937421 2.600541 -1.344 -0.475 0.680 0.22
H -2.276410 0.709990 -1.669197 1.023 -0.922 1.019 0.18
H -0.358556 0.478031 -3.208623 0.545 0.239 0.708 0.20
H 0.754804 1.711525 -2.526545 0.007 -0.205 0.172 0.19
H 1.279146 -0.012546 -2.728714 -0.482 0.561 0.568 0.20
```
Forces are in eV/Å.


In the order shown, the computed relative energy (zero: lowest compared OMol25 entry of this formula, charge and spin) values come out to 5.756, 1.810, 0.000 eV.
In the order shown, the computed E_HOMO values come out to -13.1, -3.2, -2.4 eV.